{"formula": "C5H8NO", "method": "ωB97M-V/def2-TZVPD", "homo_ev": [-1.8971, -2.8252], "charge": -1, "species": ["O", "N", "C", "C", "C", "C", "C", "H", "H", "H", "H", "H", "H", "H", "H"], "coordinates": [[-2.03, 1.45, 0.82], [-1.72, 1.01, -0.34], [-1.70, -0.34, -0.52], [-2.02, -1.28, 0.40], [1.88, -0.15, -1.04], [1.01, 0.83, 1.17], [0.87, 0.21, 0.02], [1.70, -0.74, -1.95], [-2.13, -0.78, 1.42], [-1.49, -2.21, 0.27], [1.92, 1.19, 1.63], [2.11, 0.85, -1.39], [0.17, 0.97, 1.74], [2.83, -0.47, -0.65], [-1.40, -0.55, -1.59]]}

{"formula": "C23H23BiBrN7OPS2SbSe4", "method": "ωB97M-V/def2-TZVPD", "homo_ev": -1.4611, "charge": -2, "species": ["Bi", "Sb", "Br", "Se", "Se", "Se", "Se", "S", "S", "P", "O", "N", "N", "N", "N", "N", "N", "N", "C", "C", "C", "C", "C", "C", "C", "C", "C", "C", "C", "C", "C", "C", "C", "C", "C", "C", "C", "C", "C", "C", "C", "H", "H", "H", "H", "H", "H", "H", "H", "H", "H", "H", "H", "H", "H", "H", "H", "H", "H", "H", "H", "H", "H", "H"], "coordinates": [[0.25, -0.36, -0.80], [-3.90, -1.18, -1.39], [0.19, 6.24, -3.61], [-4.94, -3.01, -0.13], [-1.43, -2.13, -2.18], [-1.40, -1.66, -4.46], [-2.88, 0.38, 0.29], [2.20, -2.01, -0.99], [1.32, 0.60, -2.92], [-0.18, -0.10, 3.37], [-1.17, 1.50, -5.21], [0.18, 2.09, 1.61], [-1.11, 4.29, -2.15], [-1.84, -2.19, 2.47], [2.24, -0.01, 1.93], [-1.68, 2.19, 2.81], [2.47, -0.63, 4.04], [0.13, -2.13, 1.49], [-0.48, 3.25, 1.32], [2.14, -1.05, 5.38], [3.94, -2.76, -4.54], [-0.67, -1.52, 2.34], [-0.62, 4.50, -3.34], [-2.82, 1.77, 3.60], [3.49, -2.83, -3.23], [2.31, -0.75, -3.48], [-1.18, 2.38, -4.21], [-1.80, -3.25, 1.61], [1.61, -0.20, 3.06], [-1.74, 2.11, -2.95], [-0.61, 3.64, -4.41], [-3.04, -1.78, 3.18], [2.75, -0.69, -4.80], [-1.68, 3.08, -1.98], [2.67, -1.84, -2.68], [-0.57, -3.22, 1.03], [3.55, -0.32, 2.17], [-1.64, 3.32, 2.05], [3.71, -0.71, 3.47], [-0.57, 1.45, 2.48], [3.56, -1.68, -5.33], [4.29, -0.26, 1.38], [-3.51, 1.21, 2.97], [-3.65, -1.16, 2.51], [-2.20, 1.15, -2.75], [-3.31, 2.65, 4.00], [1.40, -0.38, 5.82], [4.57, -1.03, 4.03], [1.73, -2.06, 5.38], [2.43, 0.14, -5.42], [-0.16, 3.89, -5.36], [-1.33, 0.58, -4.87], [4.56, -3.55, -4.94], [-2.66, -3.87, 1.43], [3.89, -1.62, -6.36], [3.04, -1.04, 5.99], [-2.44, 4.04, 2.07], [-2.10, 2.87, -1.00], [-2.75, -1.22, 4.07], [-2.48, 1.15, 4.43], [-0.11, 3.96, 0.60], [-3.60, -2.66, 3.47], [3.76, -3.68, -2.61], [-0.15, -3.87, 0.28]]}